Entry 1:
Density functional theory data (ωB97M-V/def2-TZVPD) for a molecular structure, C29H52BMgN6OS.

Properties
charge	+1
frontier orbital gap	9.169	eV
LUMO energy	-2.1	eV

CARTESIAN COORDINATES (ANGSTROEM)
Mg1 0.15097 0.03313 1.43998
C1 -2.79756 2.27036 2.62430
C2 -1.68480 3.11799 2.00056
C3 -2.05140 4.59817 2.02664
C4 -1.38812 2.64608 0.60463
C5 -1.83920 3.13105 -0.61333
C6 -1.32842 2.27417 -1.57963
C7 -1.60237 2.46746 -3.05309
C8 -0.68922 3.55342 -3.63131
C9 -1.63855 1.23145 -3.94665
N1 -0.58483 1.33775 -0.95329
N2 -0.63083 1.57272 0.40371
B1 0.21588 0.07807 -1.46729
N3 1.68314 0.08881 -0.90584
N4 1.90112 0.02657 0.44940
C10 3.21276 0.02465 0.65103
C11 3.87195 0.07823 -0.57229
C12 2.87745 0.10760 -1.53696
C13 3.11935 0.13817 -3.02278
C14 2.58877 1.40261 -3.69340
C15 2.65914 -1.13163 -3.73966
C16 3.76304 0.00150 2.05072
C17 3.50357 1.33708 2.75301
C18 5.24905 -0.33729 2.06370
N5 -0.52065 -1.22229 -0.98131
N6 -0.68680 -1.45776 0.36368
C19 -1.33880 -2.60973 0.48702
C20 -1.60595 -3.14013 -0.76914
C21 -1.06650 -2.23782 -1.67614
C22 -1.06156 -2.36060 -3.17147
C23 -2.49017 -2.50946 -3.69873
C24 -0.20000 -3.55053 -3.60108
C25 -1.72056 -3.12596 1.84563
C26 -1.89755 -4.64096 1.84183
C27 -2.98520 -2.42472 2.34796
H1 -3.01024 2.60160 3.64303
H2 -3.71647 2.36443 2.04275
H3 -2.53036 1.21165 2.65665
H4 -0.77166 2.97786 2.59102
H5 -2.99164 4.77325 1.50001
H6 -2.18159 4.94149 3.05315
H7 -1.28144 5.20962 1.55636
H8 -2.46742 3.98656 -0.79473
H9 -2.61730 2.87584 -3.05549
H10 0.35655 3.24947 -3.59331
H11 -0.94733 3.74502 -4.67363
H12 -0.78604 4.48736 -3.07806
H13 -0.64250 0.90486 -4.24326
H14 -2.14706 0.39449 -3.46745
H15 -2.18407 1.47695 -4.85856
H16 0.26443 0.09045 -2.64301
H17 4.93255 0.08236 -0.75539
H18 4.20977 0.16744 -3.10026
H19 1.50230 1.43866 -3.65373
H20 2.97765 2.30106 -3.21255
H21 2.88507 1.42199 -4.74302
H22 1.57317 -1.18963 -3.79631
H23 3.04581 -1.13950 -4.75946
H24 3.02265 -2.02664 -3.23308
H25 3.22714 -0.78681 2.59451
H26 3.99193 2.15045 2.21367
H27 2.43801 1.57455 2.80658
H28 3.90213 1.32369 3.76981
H29 5.82613 0.44345 1.56407
H30 5.61598 -0.41289 3.08748
H31 5.44996 -1.28263 1.55989
H32 -2.10969 -4.06263 -1.00052
H33 -0.63109 -1.45174 -3.59008
H34 -2.93099 -3.44742 -3.35592
H35 -3.13326 -1.69649 -3.36029
H36 -2.49339 -2.51909 -4.78920
H37 -0.62046 -4.48446 -3.22354
H38 -0.15952 -3.61662 -4.68914
H39 0.81917 -3.46482 -3.22443
H40 -0.89604 -2.87748 2.52600
H41 -2.74774 -4.92811 1.22007
H42 -1.01213 -5.14630 1.45668
H43 -2.09178 -5.00682 2.85042
H44 -3.82604 -2.63595 1.68504
H45 -3.25260 -2.77730 3.34671
H46 -2.85647 -1.33979 2.37670
C28 1.09350 0.28499 5.65289
S1 0.04387 -0.78039 4.69466
C29 -1.51628 -0.42352 5.45892
O1 -0.04829 -0.09370 3.33934
H47 0.72186 1.30508 5.55889
H48 2.10331 0.20215 5.25744
H49 1.07115 -0.05112 6.68916
H50 -1.49344 -0.82303 6.47270
H51 -2.27427 -0.94126 4.87364
H52 -1.69263 0.65121 5.45577

=====

Entry 2:
Density functional theory data (ωB97M-V/def2-TZVPD) for a molecular structure, C29H52BrF3INO16P3.

Properties
charge	-1
frontier orbital gap	3.222	eV
LUMO energy	-1.7	eV

CARTESIAN COORDINATES (ANGSTROEM)
C1 0.89767 -2.75060 1.11532
C2 1.30645 -1.78320 1.92597
C3 1.84626 -0.41139 2.60390
C4 0.71533 0.41810 3.38057
C5 0.23618 1.80936 2.82818
C6 1.24711 2.96815 2.40410
C7 2.64655 2.77133 3.14368
C8 2.43177 2.78420 4.78026
C9 3.28318 3.91012 5.52156
F1 2.84231 3.90719 6.90795
F2 4.66788 3.58188 5.44956
F3 3.00548 5.25407 5.06798
C10 0.93955 4.52664 2.85864
O1 0.11962 4.95512 3.70962
N1 1.86347 5.30421 1.94634
C11 2.19883 4.57497 0.65457
I1 4.34412 4.06469 0.32133
C12 2.10749 5.47553 -0.71934
O2 1.52849 6.61746 -0.76698
O3 2.71117 5.02392 -1.91720
C13 1.11107 3.34978 0.80965
C14 1.57119 2.23087 -0.24615
C15 0.62908 0.97937 -0.53685
C16 -0.79439 1.18537 -1.22146
C17 -1.98264 0.52934 -0.29831
C18 -2.60192 -0.81352 -1.00904
C19 -0.19832 4.12691 0.29797
C20 -1.65571 3.75432 0.74633
O4 -2.16580 3.43427 1.83541
Br1 -3.08117 4.06047 -0.67820
H1 0.75178 -3.43455 0.19890
H2 2.26615 0.26863 1.75985
H3 2.72862 -0.63943 3.32456
H4 1.03827 0.45937 4.49870
H5 -0.21854 -0.27936 3.40224
H6 -0.48964 2.27617 3.61147
H7 -0.44884 1.59371 1.91446
H8 3.40543 3.64723 3.05149
H9 3.27544 1.86049 2.80597
H10 2.70376 1.71505 5.13939
H11 1.32782 2.95364 5.06627
H12 2.75496 5.60064 2.37921
H13 1.84429 2.71975 -1.25894
H14 2.52515 1.74090 0.21243
H15 1.24680 0.28732 -1.24447
H16 0.48210 0.35710 0.41220
H17 -1.04700 2.23305 -1.59908
H18 -0.81964 0.51814 -2.17729
H19 -2.87752 1.22317 -0.15333
H20 -1.62660 0.20153 0.73711
H21 -2.02440 -1.75049 -0.66133
H22 -2.54205 -0.76672 -2.15082
H23 -3.68920 -0.95888 -0.62272
H24 -0.16745 4.05585 -0.86337
H25 -0.20028 5.27957 0.49057
C21 -7.85826 -5.05082 1.58297
O5 -7.12930 -5.39092 0.40865
P1 -6.70694 -4.02873 -0.56057
O6 -8.02666 -4.16124 -1.32274
O7 -5.52496 -4.90346 -1.28850
C22 -5.79074 -6.22367 -1.73087
O8 -6.22575 -2.66050 -1.47881
C23 -6.51669 -2.64314 -2.86704
H26 -8.05732 -5.96507 2.14657
H27 -7.27058 -4.37296 2.20512
H28 -8.80932 -4.58254 1.31802
H29 -6.82653 -6.34305 -2.05157
H30 -5.56313 -6.92968 -0.93091
H31 -5.13577 -6.44090 -2.57655
H32 -7.54289 -2.30906 -3.02561
H33 -6.36355 -3.62371 -3.32313
H34 -5.84180 -1.92843 -3.34430
C24 0.29876 2.46757 -8.23883
O9 0.58794 2.89618 -6.91426
P2 -0.70457 3.76675 -6.17236
O10 -0.16222 5.08339 -6.73264
O11 -0.08799 3.45586 -4.68637
C25 1.30064 3.63532 -4.43772
O12 -2.05963 4.52634 -5.43971
C26 -1.87157 5.79132 -4.82274
H35 1.15492 1.90465 -8.61786
H36 -0.57945 1.81818 -8.23906
H37 0.12452 3.32930 -8.88813
H38 1.71880 4.44704 -5.03379
H39 1.83138 2.70497 -4.64765
H40 1.43371 3.87480 -3.38102
H41 -1.91623 6.58000 -5.57522
H42 -0.92440 5.83878 -4.28114
H43 -2.68679 5.94453 -4.11119
C27 3.41013 -6.82341 4.80823
O13 4.11888 -7.15894 3.62016
P3 4.55175 -5.78993 2.66510
O14 3.21893 -5.90152 1.92410
O15 5.71516 -6.67252 1.91555
C28 5.43008 -7.98786 1.47076
O16 5.00808 -4.41703 1.73723
C29 4.68301 -4.39588 0.35487
H44 3.20274 -7.74211 5.36154
H45 4.01670 -6.16417 5.43236
H46 2.46390 -6.33573 4.56176
H47 4.38866 -8.09555 1.16465
H48 5.66235 -8.70005 2.26394
H49 6.07051 -8.20730 0.61453
H50 3.65373 -4.05941 0.22341
H51 4.82348 -5.37546 -0.10764
H52 5.34463 -3.68104 -0.14040

=====

Entry 3:
Density functional theory data (ωB97M-V/def2-TZVPD) for a molecular structure, C29H52Cl2N3O2P2SSi4Ta.

Properties
frontier orbital gap (alpha / beta)	4.008 / 3.719	eV
LUMO energy (alpha / beta)	-1.9 / -2.1	eV

CARTESIAN COORDINATES (ANGSTROEM)
Ta1 -0.15028 0.60871 -1.24277
O1 -1.37338 2.01476 -2.17168
C1 -0.65952 3.13934 -2.87586
O2 -0.35794 0.13156 -3.39034
C2 0.52023 -0.61657 -4.27058
H1 -0.16754 2.72694 -3.76674
H2 0.06205 3.55460 -2.16851
H3 -1.42853 3.87154 -3.13614
H4 0.45395 -0.18433 -5.27754
H5 0.21734 -1.66971 -4.28394
H6 1.53860 -0.50345 -3.89388
C3 -2.37944 1.39125 -3.10813
C4 -1.64601 0.44042 -4.03773
H7 -2.86813 2.20889 -3.65495
H8 -3.14694 0.87920 -2.50929
H9 -1.43517 0.91561 -5.00788
H10 -2.17051 -0.51650 -4.19171
Cl1 0.31188 -1.65955 -1.41106
Cl2 1.88103 1.24536 -2.01735
N1 0.36191 -2.72851 2.46041
P1 -2.40609 -0.31910 0.22621
P2 3.06952 -0.22595 0.86495
C5 3.33696 -1.33823 2.27147
C6 2.93944 1.54468 1.30206
C7 -2.39589 -1.22934 1.80392
C8 -2.93768 1.39649 0.43503
Si1 -1.61422 2.81719 0.59578
H11 -3.54598 1.38587 1.36074
H12 -3.61943 1.65022 -0.39835
C9 -1.75926 3.22976 2.42875
C10 -2.42199 4.23806 -0.34183
Si2 1.55905 2.88381 0.75526
H13 3.91157 1.98607 1.02084
H14 2.92511 1.54354 2.41426
C11 2.46004 4.15384 -0.29844
C12 1.42611 3.74236 2.44406
Si3 1.98312 -2.65610 2.87750
H15 3.63487 -0.67732 3.10994
H16 4.24580 -1.92125 2.01455
C13 2.12200 -2.41597 4.76044
C14 2.70581 -4.34004 2.38710
Si4 -1.29250 -2.79907 2.22507
H17 -3.44200 -1.58817 1.90440
H18 -2.24012 -0.47720 2.60172
C15 4.37686 -0.41931 -0.36430
C16 5.26536 0.61069 -0.75980
H19 5.44584 1.46784 -0.10700
C17 5.90449 0.53561 -1.99360
H20 6.54282 1.35895 -2.32099
C18 5.74366 -0.58778 -2.81464
H21 6.27192 -0.65100 -3.76799
C19 4.90713 -1.63312 -2.40976
H22 4.78005 -2.51239 -3.04640
C20 4.22889 -1.55467 -1.20060
H23 3.55187 -2.35440 -0.90039
C21 -3.66805 -1.10738 -0.82577
C22 -3.19118 -2.00852 -1.79107
H24 -2.12531 -2.24445 -1.80674
C23 -4.05930 -2.58521 -2.71130
H25 -3.66241 -3.27480 -3.45929
C24 -5.42259 -2.28381 -2.65895
H26 -6.10029 -2.74206 -3.37953
C25 -5.91213 -1.40935 -1.68118
H27 -6.97888 -1.19073 -1.63676
C26 -5.04517 -0.81965 -0.75858
H28 -5.42202 -0.13859 0.00962
H29 2.41895 -4.57511 1.35353
H30 2.27838 -5.11209 3.04373
H31 3.80024 -4.37886 2.46887
H32 2.34120 -1.37605 5.03728
H33 2.91052 -3.06059 5.17188
H34 1.16518 -2.69883 5.21687
C27 -1.79431 -4.05524 0.90698
C28 -2.14062 -3.32939 3.84405
H35 -1.41876 -3.78126 -0.08601
H36 -2.88906 -4.15399 0.85886
H37 -1.37433 -5.03395 1.18241
H38 -2.16640 -2.50192 4.56612
H39 -1.58927 -4.16456 4.29518
H40 -3.17200 -3.65696 3.64831
H41 -3.09961 3.88888 -1.13328
H42 -1.65758 4.89223 -0.77750
H43 -3.00938 4.81510 0.38889
H44 -1.31021 2.44799 3.06005
H45 -2.83501 3.30037 2.65902
H46 -1.28510 4.19609 2.64046
H47 3.49068 4.27665 0.06490
H48 1.94145 5.11650 -0.18171
H49 2.48900 3.87652 -1.35852
H50 0.98191 3.08790 3.20746
H51 0.84071 4.66588 2.34923
H52 2.44822 4.00024 2.76542
N2 -0.00011 2.51179 0.02788
S1 0.36831 0.32171 3.58080
C29 0.33877 0.12135 1.98896
N3 0.28882 0.06999 0.78515

=====

Let's list maximum force in order: 0.0095 0.1935 0.1214 Eh/bohr.